Entry 1:
DFT (ωB97M-V/def2-TZVPD) results for C3H7F2NO as an isolated structure in a non-equilibrium geometry.

energy above the lowest of the compared OMol25 structures with the same formula, charge and spin: 5.470 eV
max |F|: 4.0 eV/Å
E: -447.9955 hartree
HOMO energy (alpha / beta): -0.384 / -0.384 Ha
HOMO-LUMO gap (alpha / beta): 10.31 / 10.31 eV

Geometry as XYZ:
```
14
Properties=species:S:1:pos:R:3:forces:R:3
H -0.64641 -0.87116 1.27816 0.027 -1.051 -0.104
O 2.03546 -0.14028 -0.81563 2.751 1.362 1.439
C 0.01259 -0.29507 0.65448 -0.338 2.203 -1.618
H 0.37874 0.47484 1.31550 1.183 -0.319 0.663
H 0.59008 -1.50764 -1.02092 0.481 0.036 -0.013
H 1.62175 -1.74589 0.44795 -0.193 0.438 -0.865
H -1.55894 0.28527 -0.92551 0.088 -0.282 0.424
F 4.05303 -0.67415 0.48351 0.639 -0.874 -0.400
H -1.33208 1.42455 0.43767 0.412 -0.223 -0.704
C 1.12664 -0.97949 -0.21582 -1.332 -1.257 2.585
C -0.81325 0.70631 -0.23359 -1.756 -1.663 1.425
F 3.92336 1.21806 -0.41719 0.478 0.157 -0.633
H -0.10225 1.12735 -0.84616 1.459 1.716 -1.266
N 3.26349 0.37644 0.35737 -3.899 -0.243 -0.933
```
Forces are in eV/Å.

Entry 2:
DFT (ωB97M-V/def2-TZVPD) results for an isolated ion of composition C3H7FIN2 and charge +1 in a non-equilibrium geometry.

energy above the lowest of the compared OMol25 structures with the same formula, charge and spin: 0.405 eV
max |F|: 6.2 eV/Å
E: -625.3099 hartree
HOMO energy: -0.510 Ha
HOMO-LUMO gap: 9.31 eV
SMILES: CNC(=[NH2+])[C@H](F)I
total charge: +1

Geometry as XYZ:
```
14
Properties=species:S:1:pos:R:3:forces:R:3
I -1.95938 -2.95339 1.64892 0.368 1.091 0.301
H 2.35130 0.17576 -0.54097 -0.619 0.609 -0.044
H -1.53199 -0.01669 -1.22786 0.965 1.048 -4.914
C -1.17390 -0.90372 2.04997 -1.428 -0.100 -2.859
N 0.53210 -0.32503 0.36356 1.649 0.000 1.497
H -2.56778 -0.44488 -0.02198 -1.967 -0.226 0.146
H 0.73642 1.01687 -1.22704 1.698 -1.504 0.532
H -1.95207 -0.26069 2.39831 -0.924 0.132 0.225
H 1.11610 -0.62086 1.15692 -0.463 0.326 -0.322
C -0.73385 -0.32207 0.60619 -0.607 -2.373 0.235
N -1.67996 -0.20739 -0.33789 1.287 -0.257 6.075
H 1.27053 -0.70808 -1.55189 -0.275 -0.408 -0.494
C 1.29131 0.07297 -0.81562 -1.344 1.623 -0.660
F -0.24497 -0.94660 2.96933 1.659 0.040 0.283
```
Forces are in eV/Å.

Entry 3:
DFT (ωB97M-V/def2-TZVPD) results for a 2-piece molecular cluster, C3H7FN2O overall in a non-equilibrium geometry.

energy above the lowest of the compared OMol25 structures with the same formula, charge and spin: 2.663 eV
max |F|: 3.2 eV/Å
E: -403.0116 hartree
HOMO energy: -0.352 Ha
HOMO-LUMO gap: 10.47 eV
SMILES: C/C(O)=N\F.C=N

Geometry as XYZ:
```
14
Properties=species:S:1:pos:R:3:forces:R:3
H -3.86092 1.56494 0.29855 1.001 0.425 -1.029
N 1.27231 1.08542 -0.17931 -1.985 -0.014 -0.803
H -0.51009 -0.41242 -0.44846 -1.687 1.597 -0.012
O 0.27880 -0.92222 -0.48250 1.446 -1.214 -0.533
H 2.19589 -2.02162 0.21076 1.312 2.313 -1.034
C 2.59583 -0.93088 -0.10134 -0.714 -2.975 1.055
H 3.04410 -0.50660 0.80220 0.431 -0.044 -0.514
H -2.71278 2.16787 -1.24713 -0.435 -1.411 2.021
C -2.89917 1.48315 -0.30371 -1.135 1.172 -0.746
F 2.48193 1.70110 0.04514 0.994 -0.162 0.080
N -2.05059 0.62425 0.03378 0.106 -1.380 1.186
H 3.22533 -0.93490 -0.98609 0.398 -0.232 0.278
C 1.37496 -0.17626 -0.35893 -0.091 0.907 1.440
H -2.35612 0.07443 0.89725 0.358 1.017 -1.389
```
Forces are in eV/Å.

Entry 4:
DFT (ωB97M-V/def2-TZVPD) results for a 2-piece molecular cluster, C3H7FNO overall in a non-equilibrium geometry.

energy above the lowest of the compared OMol25 structures with the same formula, charge and spin: 5.464 eV
max |F|: 4.3 eV/Å
E: -347.9003 hartree
HOMO energy (alpha / beta): -0.590 / -0.590 Ha
HOMO-LUMO gap (alpha / beta): 8.90 / 8.90 eV
total charge: +1

Geometry as XYZ:
```
13
Properties=species:S:1:pos:R:3:forces:R:3
H -0.23902 0.11892 1.77585 0.458 -1.316 -0.389
C 0.06431 -0.86034 1.26855 1.867 3.021 0.987
H -0.52272 -1.61507 1.70548 -0.416 -1.343 0.429
H 0.63863 1.34470 -1.73827 -0.067 -0.029 0.092
F 0.15472 -1.57470 -0.95935 -1.222 0.286 0.269
N -0.33105 -0.60254 -0.09099 3.978 1.464 -0.836
H -1.83793 -0.31405 -1.42907 -0.030 1.164 0.426
O -1.70399 1.19370 0.08766 -0.030 -0.722 -0.638
H 1.22328 -0.95500 1.37934 -2.324 -0.195 -0.313
C -1.40426 0.21849 -0.53037 -1.395 -0.905 -0.560
H 1.94151 0.29518 -0.77739 -1.593 1.570 -0.147
C 1.07230 1.06526 -0.78390 0.936 -3.115 0.707
H 0.94422 1.68545 0.09247 -0.163 0.120 -0.026
```
Forces are in eV/Å.

Entry 5:
DFT (ωB97M-V/def2-TZVPD) results for one molecule with the formula C3H7FO in a non-equilibrium geometry.

energy above the lowest of the compared OMol25 structures with the same formula, charge and spin: 0.654 eV
max |F|: 4.8 eV/Å
E: -293.5697 hartree
HOMO energy: -0.388 Ha
HOMO-LUMO gap: 11.43 eV
SMILES: CC(C)(O)F

Geometry as XYZ:
```
12
Properties=species:S:1:pos:R:3:forces:R:3
C -1.38056 0.48060 0.05175 2.314 -0.840 -4.077
O 0.31080 0.60574 1.73149 1.867 -0.888 -0.143
C 1.13033 -0.60777 -0.42888 -0.759 1.543 1.912
H 1.22465 0.20964 1.94379 -2.093 0.951 -0.293
H -0.89107 1.16688 -0.70217 -1.042 -0.124 0.907
H -1.86665 0.94752 0.79998 -2.072 1.945 2.138
F -0.63704 -1.36101 1.23489 -0.024 -0.556 0.423
H 1.81858 0.23511 -0.08806 -0.321 -1.272 -0.845
H 0.90062 -0.43480 -1.51417 -0.084 -0.283 1.147
H -2.04224 -0.20408 -0.55138 0.904 0.429 0.973
C -0.20493 -0.16123 0.70456 2.407 -2.514 -2.161
H 1.61958 -1.63635 -0.26868 -1.097 1.609 0.019
```
Forces are in eV/Å.

Entry 6:
DFT (ωB97M-V/def2-TZVPD) results for one molecule with the formula C3H7FO3 in a non-equilibrium geometry.

energy above the lowest of the compared OMol25 structures with the same formula, charge and spin: 1.874 eV
max |F|: 4.5 eV/Å
E: -444.0291 hartree
HOMO energy: -0.382 Ha
HOMO-LUMO gap: 10.92 eV
SMILES: OC(O)[C@H](O)CF

Geometry as XYZ:
```
14
Properties=species:S:1:pos:R:3:forces:R:3
H -1.62858 -1.68219 -0.34797 -1.254 -0.882 -0.585
H 0.62817 0.43831 1.54736 -0.695 0.856 -1.174
C 0.52095 0.51410 0.41785 1.934 -3.196 -0.983
O -1.82204 0.85432 0.66060 -1.125 -0.324 -1.097
C 1.48489 -0.60540 -0.05351 0.730 -2.731 3.482
H 1.49628 -1.65020 0.46958 -1.280 1.833 -0.873
H -2.42616 1.32715 0.00956 1.189 -1.110 1.340
H 1.59314 -0.78726 -1.06592 -0.638 0.023 -2.349
O -0.88973 -1.37423 0.13753 0.035 1.993 0.532
H 1.98948 1.85710 -0.08848 -0.962 -0.908 0.401
C -0.88614 0.02468 -0.08202 0.041 2.965 -0.637
O 1.04233 1.64698 -0.23666 -0.986 1.251 0.081
F 2.75759 -0.23525 0.33456 1.558 1.295 0.323
H -1.18555 0.33151 -1.17432 1.454 -1.064 1.539
```
Forces are in eV/Å.

Entry 7:
DFT (ωB97M-V/def2-TZVPD) results for a 2-piece molecular cluster, C3H7FOS overall in a non-equilibrium geometry.

energy above the lowest of the compared OMol25 structures with the same formula, charge and spin: 5.761 eV
max |F|: 4.7 eV/Å
E: -691.5870 hartree
HOMO energy: -0.327 Ha
HOMO-LUMO gap: 9.18 eV

Geometry as XYZ:
```
13
Properties=species:S:1:pos:R:3:forces:R:3
H -2.17143 -1.34106 -0.09778 -4.370 1.394 -0.855
C -1.22773 -1.60116 0.03211 3.726 1.158 -0.208
H 0.96022 2.52745 0.22144 -0.296 -1.360 -0.057
F -0.96865 0.86773 1.34760 2.826 -0.761 -1.637
O 0.89472 -1.08309 -1.54081 0.472 0.146 -1.397
H 2.17101 1.69426 1.03522 0.730 -0.258 0.988
S -0.10629 -0.38362 -0.78941 -1.321 -2.057 4.054
H -1.04110 -1.55485 1.07140 0.647 -0.097 0.971
C 1.41903 1.48848 0.31318 0.033 3.782 0.251
H 1.96462 1.39159 -0.59708 0.347 -0.613 -0.987
H -1.08894 0.22996 -1.46838 -0.030 0.632 -0.943
H -1.04575 -2.52108 -0.42205 0.577 -1.574 -0.657
C 0.62283 0.34326 0.63978 -3.339 -0.391 0.476
```
Forces are in eV/Å.

Entry 8:
DFT (ωB97M-V/def2-TZVPD) results for one molecule with the formula C3H7FS2 in a non-equilibrium geometry.

energy above the lowest of the compared OMol25 structures with the same formula, charge and spin: 1.123 eV
max |F|: 4.4 eV/Å
E: -1014.6958 hartree
HOMO energy: -0.335 Ha
HOMO-LUMO gap: 9.71 eV
SMILES: FC[C@@H](S)CS

Geometry as XYZ:
```
13
Properties=species:S:1:pos:R:3:forces:R:3
H -2.15742 -1.94325 -0.82396 -0.304 1.594 1.059
S 2.21514 -0.56010 0.03795 -1.259 1.015 -0.124
S -2.25269 -0.77040 -0.01322 -0.002 -1.458 -1.287
H -0.23242 -1.88874 0.25813 0.169 0.680 0.934
H 2.21994 -1.09852 -1.17678 0.081 -0.120 -0.211
H 0.52308 1.70825 1.25315 -0.367 0.172 0.960
C 0.44986 0.11469 -0.15354 -1.620 -1.939 -3.586
C -0.51532 -0.85037 0.51495 0.092 0.093 1.341
C 0.28966 1.50187 0.23112 -0.079 3.023 -0.764
F -1.02981 2.03909 -0.09880 1.621 -1.131 0.770
H -0.49698 -0.54875 1.61560 -0.008 -1.205 -1.109
H 0.96629 2.12039 -0.37208 -0.066 -0.115 0.185
H 0.02066 0.17584 -1.27254 1.741 -0.611 1.831
```
Forces are in eV/Å.

Entry 9:
DFT (ωB97M-V/def2-TZVPD) results for C3H7FSi as an isolated structure in a non-equilibrium geometry.

energy above the lowest of the compared OMol25 structures with the same formula, charge and spin: 1.769 eV
max |F|: 4.9 eV/Å
E: -507.7214 hartree
HOMO energy: -0.337 Ha
HOMO-LUMO gap: 9.97 eV

Geometry as XYZ:
```
12
Properties=species:S:1:pos:R:3:forces:R:3
H 3.27065 -1.19622 -0.03569 -0.108 -0.180 0.165
H -1.60477 1.35792 -1.50225 -0.230 -0.881 -1.050
H -2.62904 1.77782 -0.11941 0.076 -1.799 -0.443
C 2.32056 -0.71667 0.20090 -0.832 -0.049 -1.054
F -0.88872 2.37052 -0.06839 2.626 1.928 0.974
H 2.41434 0.18616 0.80595 -0.241 -0.166 -0.194
Si -1.01172 -0.28097 0.45304 3.416 0.063 -3.537
H 1.08749 -2.10391 -0.80369 0.008 -0.751 -0.939
C 1.17997 -1.14190 -0.37918 -1.706 2.466 3.152
C -1.64510 1.31807 -0.43920 -1.886 0.197 1.177
H -1.75414 -1.40477 0.08388 -1.225 -1.255 -0.238
H -0.73953 -0.16605 1.80405 0.103 0.427 1.986
```
Forces are in eV/Å.